[1]
Below is C11H20F5NO3Ta as an isolated structure at a distorted geometry, with properties calculated with wB97M-V/def2-TZVPD.

Geometry as XYZ:
```
41
Properties=species:S:1:pos:R:3:forces:R:3
Ta -1.848 1.278 0.179 1.2 0.1 -1.3
F -4.545 -2.021 1.789 -0.1 0.0 0.0
F -3.366 -2.454 0.038 0.0 0.1 0.0
F -4.591 0.442 1.441 0.2 -0.2 -0.3
F -4.418 -0.265 -0.646 0.1 0.0 0.4
F -2.412 -1.715 1.824 -0.1 0.2 0.0
O 2.104 3.020 -0.067 -0.1 -0.7 -0.2
O 3.684 1.814 -1.039 -0.3 0.2 0.6
O 0.932 2.874 1.889 0.0 0.2 -0.9
N 1.135 -2.376 1.127 0.1 0.0 -0.2
C 0.892 2.913 0.685 0.1 0.0 1.0
C 2.181 -2.045 0.152 -0.3 -0.1 0.0
C -3.509 -1.588 1.055 0.1 -0.1 -0.1
C 1.661 -1.076 -0.908 -0.1 -0.4 -0.2
C 3.268 1.261 1.244 0.2 0.1 0.1
C 3.040 2.017 -0.039 0.3 0.2 -0.5
C -1.231 0.095 -1.668 -0.6 -0.1 0.7
C -0.829 -1.377 -1.389 0.1 0.0 -0.2
C 0.600 -1.684 -1.859 0.0 0.3 0.4
C -3.696 -0.126 0.545 -0.5 -0.1 0.1
C -0.296 2.931 -0.178 -0.1 0.2 0.1
H -2.009 0.149 -2.435 0.1 0.0 -0.1
H -1.542 -2.055 -1.868 0.1 0.1 0.0
H 1.532 -2.843 1.932 -0.1 0.0 0.0
H 0.669 -1.534 1.451 0.0 0.0 0.0
H 0.751 -1.245 -2.849 -0.1 -0.2 -0.1
H -0.019 2.929 -1.232 0.0 0.0 0.0
H -2.989 2.322 -0.871 0.1 0.1 0.4
H 2.876 1.781 2.109 -0.1 0.0 0.0
H 1.207 -0.216 -0.403 0.2 0.1 -0.1
H -0.805 3.883 0.022 -0.2 -0.2 0.1
H 4.349 1.133 1.338 -0.1 -0.1 -0.1
H -0.701 0.375 1.323 0.1 0.1 0.2
H 2.808 0.274 1.175 0.0 0.2 0.0
H -0.359 0.630 -2.071 -0.1 0.1 0.1
H -2.501 2.208 1.651 -0.3 -0.2 -0.2
H 2.478 -2.975 -0.349 0.1 0.1 0.1
H 2.524 -0.732 -1.484 -0.1 0.2 0.1
H -0.856 -1.614 -0.323 -0.1 -0.1 0.0
H 3.081 -1.622 0.623 0.0 -0.1 -0.1
H 0.748 -2.767 -1.914 0.1 0.0 -0.1
```
Forces are in eV/Å.

Electronic energy (eV): -34499.9382
Total charge: -1
Largest force on an atom (eV/A): 1.75

These are the Mulliken partial charges, in e, on atoms 1 to 6: Ta 0.95; F -0.29; F -0.27; F -0.28; F -0.28; F -0.24



[2]
Below is one molecule with the formula C7H8N2O3 at a distorted geometry, with properties calculated with wB97M-V/def2-TZVPD.

Geometry as XYZ:
```
20
Properties=species:S:1:pos:R:3:forces:R:3
O 1.390 -1.685 0.527 -1.3 0.9 -1.0
O -1.974 2.928 -2.061 -0.1 -0.2 2.8
O -2.566 3.229 0.050 0.6 -0.3 -1.0
N -1.952 2.645 -0.831 -0.4 -0.4 -1.6
N 0.669 -1.346 -2.133 -0.4 1.7 0.2
C -1.157 1.438 -0.444 0.5 0.2 -0.2
C 0.242 -0.412 -1.137 -0.6 -0.2 -0.5
C 0.500 -0.659 0.220 0.5 -0.1 0.9
C 1.513 -2.041 1.889 -0.2 1.5 -0.1
C -0.090 0.143 1.215 0.8 -0.8 0.5
C -0.950 1.159 0.905 -0.7 1.1 -0.8
C -0.553 0.695 -1.469 -0.5 0.0 1.4
H -1.446 1.778 1.656 0.3 -0.3 -0.2
H 0.163 0.018 2.276 -0.2 -0.2 -0.6
H 0.861 -0.819 -2.981 -0.2 -0.3 -0.1
H 2.108 -2.913 1.841 0.7 -0.8 0.5
H -0.839 0.995 -2.456 0.3 -0.2 -0.5
H 1.537 -1.729 -1.846 0.8 -0.8 0.3
H 1.992 -1.198 2.417 0.1 -0.6 0.1
H 0.551 -2.227 2.362 -0.1 -0.2 -0.1
```
Forces are in eV/Å.

Electronic energy (eV): -16508.2288
Largest force on an atom (eV/A): 2.85
SMILES string: COc1ccc([N+](=O)[O-])cc1N

These are the Mulliken partial charges, in e, on atoms 1 to 6: O -0.41; O -0.60; O -0.57; N 0.93; N -0.65; C -0.21



[3]
Below is C35H43ClMnP2Si2 as an isolated structure at a distorted geometry, with properties calculated with wB97M-V/def2-TZVPD.

Geometry as XYZ:
```
84
Properties=species:S:1:pos:R:3:forces:R:3
Mn -0.606 2.204 2.739 0.4 -1.1 -2.0
Cl -0.446 1.464 -0.840 -0.1 0.1 -0.1
P -2.754 1.936 2.068 -2.8 -0.5 -1.2
P -0.893 4.393 2.101 -0.7 2.5 -0.8
Si 1.142 -1.546 -5.127 -0.1 0.1 -0.3
Si -0.098 0.619 1.032 0.8 -1.6 -0.1
C -1.361 -4.483 -3.672 0.1 0.2 -0.2
C -0.043 4.896 0.570 -0.1 0.3 -0.2
C -3.836 1.745 3.527 -0.1 0.0 0.2
C 2.068 -1.260 1.246 0.4 0.1 0.2
C -2.049 -2.943 -0.021 0.3 0.2 0.2
C -0.861 1.341 4.673 1.4 -0.3 1.1
C -0.480 -3.400 -3.766 -0.3 -0.5 -0.4
C -0.543 5.767 3.240 0.3 0.3 0.0
C -1.318 -1.748 -0.063 -0.2 -0.2 0.2
C -3.520 0.734 0.924 -0.1 -0.3 0.0
C 4.421 -0.669 1.270 -0.3 0.0 0.0
C 2.733 1.042 0.924 0.5 -0.3 0.2
C -1.432 -1.595 2.348 -0.2 -0.3 -0.3
C 4.079 0.672 1.048 -0.2 0.1 -0.1
C -2.130 -2.807 2.391 0.2 0.1 0.0
C -1.016 -1.052 1.117 -0.2 0.3 0.1
C 0.680 3.047 4.260 0.6 -0.9 1.7
C 0.318 0.765 4.074 -0.6 -0.1 1.0
C -1.835 -5.102 -4.837 0.2 0.3 0.0
C -3.387 3.486 1.262 -0.1 -0.3 0.2
C -2.704 4.722 1.828 0.2 0.1 -0.4
C -2.436 -3.485 1.210 0.1 0.2 -0.1
C 5.461 -2.888 -4.053 -0.4 0.0 -0.1
C 3.415 -1.635 1.362 -0.2 0.2 -0.1
C 5.209 -1.565 -4.443 -0.1 -0.1 0.0
C 4.423 -3.829 -4.061 0.1 0.3 -0.1
C -0.053 -2.951 -5.025 -0.4 -0.1 0.0
C 2.867 -2.112 -4.783 0.5 -0.2 0.1
C 1.719 0.084 1.060 -0.1 0.3 -0.3
C 1.257 1.817 3.819 -0.2 1.0 0.8
C 3.131 -3.447 -4.438 0.4 0.3 0.1
C -0.542 -3.559 -6.194 -0.1 -0.3 0.5
C -0.646 2.763 4.777 1.1 -0.4 0.4
C 3.918 -1.177 -4.813 0.1 -0.5 0.3
C -1.426 -4.640 -6.096 0.0 0.1 0.2
H 3.713 -0.148 -5.116 0.1 -0.2 0.1
H 6.465 -3.186 -3.750 -0.3 0.1 -0.1
H -3.699 0.733 3.927 -0.1 0.2 -0.1
H -2.421 -3.221 3.360 0.1 0.1 -0.3
H 6.018 -0.834 -4.457 -0.2 -0.2 0.0
H 1.287 -2.018 1.312 0.3 0.1 0.0
H -0.403 5.879 0.233 0.1 -0.2 0.0
H -0.187 4.154 -0.223 0.0 0.2 0.2
H -1.671 -4.839 -2.689 0.0 0.0 -0.3
H 1.195 4.006 4.273 -0.3 -0.4 -0.1
H -2.966 -4.437 1.246 0.1 0.3 0.0
H -4.601 0.908 0.881 0.2 0.1 0.0
H 3.661 -2.685 1.532 0.0 0.3 -0.1
H -3.581 2.467 4.311 -0.1 -0.1 -0.1
H 0.515 -0.298 3.924 -0.1 0.5 0.0
H -2.307 -3.447 -0.953 0.1 0.1 0.3
H -1.309 3.487 5.253 0.2 -0.3 -0.3
H -3.340 -0.294 1.248 -0.1 0.2 0.0
H -0.224 -3.187 -7.171 -0.1 -0.2 0.3
H -3.182 5.025 2.770 0.3 -0.1 -0.1
H -0.827 6.718 2.761 0.1 -0.3 0.2
H -4.886 1.874 3.239 0.2 0.0 0.0
H -1.123 5.633 4.162 0.2 0.1 -0.2
H -1.708 0.790 5.077 0.3 0.2 -0.3
H 4.857 1.436 0.983 -0.2 -0.3 -0.1
H -0.118 -2.905 -2.860 -0.1 -0.2 -0.2
H 1.031 4.969 0.788 -0.2 0.0 -0.1
H -3.098 0.837 -0.079 0.0 0.1 0.1
H 0.761 -0.520 -4.125 0.0 0.1 -0.1
H -0.996 -1.348 -1.029 -0.2 -0.1 0.3
H 4.616 -4.863 -3.774 0.0 0.3 -0.1
H -1.224 -1.090 3.293 -0.1 -0.1 -0.4
H -1.797 -5.118 -7.004 0.1 0.1 0.3
H 1.090 -1.029 -6.508 -0.1 0.3 0.0
H -3.216 3.370 0.185 0.1 0.0 0.2
H 2.328 -4.189 -4.452 0.2 0.3 0.1
H 2.258 1.696 3.409 -0.4 0.0 0.0
H 2.471 2.089 0.740 0.1 -0.3 0.1
H 5.467 -0.959 1.369 -0.3 0.1 0.0
H -2.792 5.569 1.138 -0.1 -0.1 0.2
H -2.531 -5.937 -4.762 0.2 0.2 0.0
H 0.528 5.792 3.478 -0.3 0.2 0.0
H -4.477 3.515 1.417 0.3 0.0 -0.1
```
Forces are in eV/Å.

Electronic energy (eV): -115163.7419
Expectation value of S²: 6.121
Total charge: +1
Largest force on an atom (eV/A): 3.10
Multiplicity: 5

These are the Mulliken partial charges, in e, on atoms 1 to 6: Mn 0.13; Cl -0.45; P 1.36; P 1.14; Si 0.39; Si 0.61



[4]
Below is C24H30Cl2F2NbO as an isolated structure at a distorted geometry, with properties calculated with wB97M-V/def2-TZVPD.

Geometry as XYZ:
```
60
Properties=species:S:1:pos:R:3:forces:R:3
Nb -2.503 1.573 2.228 -0.6 0.0 0.9
Cl -1.681 1.012 4.526 -0.2 0.2 -0.6
Cl -4.715 0.532 2.735 0.7 0.3 -0.3
F 2.867 4.570 -1.413 -0.1 0.0 0.0
F -2.071 -4.746 -0.063 -0.1 0.0 -0.1
O -0.705 -2.632 1.900 -0.2 0.8 -0.1
C -1.800 1.002 -1.607 1.9 -1.2 -0.6
C 5.105 5.042 -1.971 0.0 0.2 0.0
C -3.126 3.613 3.056 0.3 1.2 0.4
C -0.472 2.480 1.715 1.1 0.1 -0.2
C -0.374 -7.925 0.285 0.0 0.2 0.3
C -3.352 2.230 0.228 -0.6 0.3 -0.6
C -0.061 -6.621 2.293 -0.1 -0.2 -0.4
C 0.967 0.428 -2.789 -2.4 0.4 0.9
C 5.454 2.363 -2.652 0.0 0.3 0.1
C 4.220 2.806 -2.188 -0.2 -0.1 0.0
C -1.134 -6.897 -0.263 -0.1 0.0 -0.2
C -1.342 -5.738 0.469 0.5 -0.6 0.4
C 6.342 4.596 -2.426 -0.2 -0.3 0.0
C -0.811 -5.587 1.741 -0.1 0.0 0.3
C 0.602 1.885 -2.392 -2.9 -2.8 0.7
C 6.515 3.257 -2.768 0.1 0.0 0.0
C -1.168 -1.414 2.603 0.4 0.7 -1.7
C 4.058 4.142 -1.855 0.7 -0.2 -0.2
C -0.028 -0.780 -2.648 -1.4 4.1 1.4
C -1.413 -0.463 -2.042 2.8 2.4 -0.7
C -1.759 -0.432 1.444 1.8 -0.7 0.0
C -0.818 2.187 -1.775 0.8 -4.2 -1.1
C 0.160 -7.787 1.564 0.1 -0.1 0.0
C -3.278 1.138 -0.950 0.5 1.2 -1.4
H 7.479 2.911 -3.127 -0.1 0.0 0.0
H -1.141 3.225 -1.434 0.7 -1.7 -0.6
H -0.198 -8.833 -0.282 0.0 0.1 0.0
H -0.502 -2.327 0.983 -0.3 -0.3 1.1
H -2.504 -0.985 0.777 0.8 0.5 1.1
H 0.197 2.518 2.660 -1.2 0.0 -1.3
H 0.353 -6.516 3.291 -0.1 0.0 -0.1
H 0.114 1.841 0.956 -0.9 1.0 1.0
H -2.891 3.228 -0.131 -0.6 -1.6 0.5
H 7.171 5.291 -2.513 -0.1 0.0 0.0
H 3.386 2.121 -2.083 0.0 0.1 0.0
H 2.007 0.182 -3.217 -1.8 0.6 0.7
H 0.749 -8.592 1.994 -0.1 0.1 -0.1
H -0.207 -0.959 3.060 -1.9 -0.5 -0.4
H -0.839 -0.201 0.772 -1.4 -0.4 0.9
H -3.936 1.549 -1.814 0.9 -0.7 1.2
H -4.474 2.461 0.405 1.7 -0.4 -0.2
H 0.253 -1.852 -2.950 -0.4 2.0 0.5
H 4.950 6.082 -1.708 0.0 -0.1 0.0
H -0.984 -4.670 2.290 0.0 0.0 -0.2
H -2.168 -1.311 -1.901 1.2 1.5 -0.1
H -1.955 -1.670 3.386 1.2 0.1 -1.1
H -1.564 -6.989 -1.254 0.0 0.0 0.0
H -0.526 3.550 1.301 0.0 -1.5 0.5
H -3.728 0.118 -0.687 0.9 1.5 -0.2
H 5.589 1.321 -2.923 -0.1 0.1 0.1
H -4.264 3.779 2.958 1.7 -0.1 0.0
H 1.322 2.764 -2.499 -1.1 -1.6 0.1
H -2.845 3.673 4.176 -0.5 -0.1 -1.7
H -2.525 4.454 2.532 -1.2 -1.1 0.7
```
Forces are in eV/Å.

Electronic energy (eV): -59448.0200
Total charge: -1
Largest force on an atom (eV/A): 4.57

These are the Mulliken partial charges, in e, on atoms 1 to 6: Nb -0.56; Cl -0.43; Cl -0.41; F -0.26; F -0.27; O -0.50